Record 1
24
Properties=species:S:1:pos:R:3:forces:R:3:mulliken_charge:R:1 method="wB97M-V/def2-TZVPD" orbital_gap_ev=8.12 smiles="O=C(O)c1cc2[nH]c3ccc(Br)cc3c(=O)n2n1" e_above_lowest_ev=1.304 charge=0 max_force_ev_per_a=4.424 lumo_ev=-0.648
O 3.3360 -1.1004 -3.9306 0.9784 -0.8302 -1.1286 -0.440
O 2.0671 1.6505 1.0958 -1.2964 -1.8273 -1.9704 -0.646
Br -1.5225 2.8328 4.8495 0.2646 -0.6805 -0.7073 -0.212
N 2.2702 -0.0475 -1.3732 -0.5932 -1.6124 -0.0076 -1.338
O 1.5312 -2.4850 -4.2618 1.7859 0.4233 0.9463 -0.456
C 2.3196 -1.5801 -3.5437 0.1203 1.7769 0.8630 0.277
C 1.1379 0.9752 0.6144 3.0115 2.5370 2.0173 1.008
C 1.7714 -0.9439 -2.2558 -2.7733 0.4257 -0.0207 0.471
C 0.3560 -1.0920 -2.0941 0.7687 -0.8827 -0.3085 -0.459
C 0.0408 -0.4700 -0.9498 -1.5629 1.0312 0.5243 0.001
C -2.4139 0.8304 3.0306 -0.6453 -0.5411 -0.9100 -0.610
C -0.1917 1.7063 2.5247 0.4829 -0.7408 0.3480 -0.859
C -2.2636 0.1330 1.8341 -2.7475 -1.4882 -0.3932 -0.377
C -1.3543 1.6313 3.3063 1.5094 2.2426 1.2491 0.228
C -0.1268 0.9809 1.3197 -1.1133 0.8078 1.1195 0.410
C -1.2655 0.2965 0.9061 1.0423 -0.2190 0.4677 0.335
N 1.1840 0.1750 -0.5033 0.1273 -0.8749 -1.6570 0.710
N -1.2393 -0.2930 -0.3426 0.4737 -1.8417 -0.9721 -0.244
H 2.1689 -2.9001 -4.9055 -0.8746 0.7055 0.6443 0.357
H -0.2790 -1.5627 -2.8108 -0.3215 -0.4181 0.0465 0.450
H -3.3470 0.8002 3.6496 1.2210 -0.1966 -0.6569 0.372
H 0.7816 2.1460 2.8485 -1.3180 0.0344 -0.1724 0.469
H -3.0256 -0.6250 1.5674 0.1686 0.6577 0.1454 0.245
H -1.9356 -1.0583 -0.5756 1.2914 1.5113 0.5333 0.308

---

Record 2
78
Properties=species:S:1:pos:R:3:forces:R:3:mulliken_charge:R:1 method="wB97M-V/def2-TZVPD" orbital_gap_ev=8.93 smiles=COCCNCCOC.CCO.CCO.CCO.CCO.CCO.CCO e_above_lowest_ev=4.016 charge=0 max_force_ev_per_a=9.877 lumo_ev=0.302
C 2.6053 -3.8461 -3.5938 -0.5441 1.3852 -1.5933 -0.790
O 2.9323 -2.4531 -3.5778 -0.6763 -1.4800 -1.2859 -0.373
C 2.9583 -1.9041 -2.3318 1.2057 0.2572 1.4019 0.238
C 3.4403 -0.4411 -2.4908 -1.2922 -0.9641 1.0781 -0.519
N 3.3403 0.0399 -1.1238 -0.2858 1.1660 0.7039 -0.066
C 3.8553 1.3949 -0.8808 -0.7409 -0.8113 -1.7487 -0.510
C 4.4623 1.4939 0.4992 -4.6407 -8.5034 -0.5109 -0.217
O 4.8673 2.6179 0.7942 4.1631 8.9083 0.9313 -0.269
C 5.8763 3.1819 -0.0678 0.5187 1.4563 1.5343 -0.714
H 3.2753 -4.1711 -4.3598 -0.0091 -1.1302 -0.4819 0.319
H 1.5473 -4.1541 -3.7638 0.4306 0.8526 -0.5320 0.193
H 2.7943 -4.2871 -2.6808 1.0951 -0.9835 2.1336 0.413
H 3.6143 -2.4801 -1.5878 -0.4528 0.6699 -1.0071 0.312
H 1.9483 -1.9431 -1.8948 0.0162 0.4955 0.1472 -0.177
H 2.6613 -0.0221 -3.1508 0.6022 0.4459 -0.2145 0.116
H 4.4723 -0.2911 -2.8748 -0.7519 -0.4483 0.1058 0.458
H 2.3563 0.0969 -0.8768 -0.0373 -0.5496 -0.0252 -0.139
H 3.0463 2.1709 -1.1278 1.2624 -0.5820 0.5025 0.093
H 4.6633 1.4369 -1.6238 -0.0745 0.7699 0.1337 0.388
H 5.1863 0.6399 0.5692 0.0111 0.3605 -0.0101 0.253
H 3.6673 1.2729 1.2962 0.6494 -0.3751 -1.0915 0.092
H 6.8253 2.6469 0.0532 -0.1229 -0.2334 -0.0070 0.301
H 6.0053 4.1759 0.4312 0.1689 -0.6242 -0.9532 0.273
H 5.6973 3.2989 -1.1558 -0.5812 -0.1874 0.7615 0.285
C -2.5607 5.1499 2.5672 -4.6994 -1.6244 1.0543 -1.087
C -1.4537 4.8289 1.7252 3.1942 0.5774 -0.1259 -0.282
O -1.1117 3.4999 1.8262 -3.1264 -3.0986 1.2413 -0.399
H -2.6827 4.4529 3.4642 0.7844 1.2159 -0.8776 0.264
H -3.5027 4.8639 2.0012 0.6993 0.3297 0.4544 0.206
H -2.7357 6.1839 2.8132 0.4664 0.3523 0.2515 0.384
H -0.5307 5.1259 2.1572 0.7980 2.6546 0.2098 0.369
H -1.5227 5.1519 0.6972 -0.3087 0.3043 -0.4015 0.309
H -0.4207 3.3159 1.2592 2.2319 -0.5731 -1.7685 0.175
C -0.8657 1.7059 -1.0338 2.3728 2.6597 0.6626 -0.887
C -1.1517 0.3499 -1.3458 -0.9560 -2.9187 0.0472 0.147
O -0.0277 -0.4541 -1.0188 1.3475 0.6133 -0.5670 -0.221
H 0.0763 2.0689 -1.5778 -1.1266 -0.4604 0.9437 0.318
H -0.7907 1.7659 0.0452 0.7404 0.1912 0.2031 -0.345
H -1.6337 2.4069 -1.2268 -1.0674 0.5103 -0.7607 0.513
H -1.4387 0.2489 -2.3788 -0.1344 -0.3916 -0.6431 0.376
H -1.9177 -0.0741 -0.6968 -0.8060 0.4509 -0.2639 -0.012
H -0.2967 -1.3561 -0.8878 -0.2939 -0.6428 0.0496 -0.024
C -4.3627 1.7389 0.3472 -1.5904 1.6421 -1.8124 -1.101
C -3.8137 1.4159 1.6342 1.0010 0.4969 1.4473 0.688
O -4.2017 0.1209 1.9192 -0.1512 -1.9190 1.3342 -0.631
H -5.4197 2.0779 0.3642 0.4017 -0.6313 0.0020 0.342
H -4.2217 0.8729 -0.2728 -0.1513 -0.1889 -0.6869 0.227
H -3.8207 2.5799 -0.0338 0.3911 0.6249 -0.7040 0.223
H -4.1937 2.1149 2.4062 0.4696 -0.3553 -0.0702 0.268
H -2.7217 1.4909 1.5412 -0.1329 0.1304 0.5596 -0.251
H -3.4457 -0.4781 1.8342 -0.2950 0.2336 -0.1866 0.083
C -2.3237 -2.8281 2.7122 1.0158 -1.1587 1.1610 -0.710
C -2.9777 -3.1531 1.4382 0.1457 -0.0148 -1.3850 -0.436
O -2.6337 -2.1161 0.5412 -0.7287 0.3208 -0.6432 -0.164
H -2.5227 -1.8031 3.0022 -0.2990 -0.0094 0.2818 0.251
H -1.1807 -2.9161 2.6732 -1.6455 -0.2162 0.0540 0.072
H -2.8047 -3.5591 3.3782 0.7593 0.4207 0.8036 0.429
H -4.0467 -3.3021 1.4782 -0.6216 0.8110 0.4369 0.346
H -2.7147 -4.1231 1.0182 0.7662 -0.1952 0.0411 0.439
H -1.9167 -2.4791 0.0242 0.3967 0.0252 -0.3393 -0.136
C -0.2387 0.1409 2.1442 -3.5903 1.4583 0.4699 0.028
C 0.9593 -0.6651 2.0062 0.0262 0.3935 -0.5576 0.684
O 1.6493 -0.1531 3.0922 2.0921 0.0295 1.2287 -0.495
H -0.1047 1.2719 2.3642 0.2468 -1.9592 -0.8523 0.101
H -0.7767 -0.1941 3.0542 0.1781 0.0919 -0.3176 0.277
H -0.9287 -0.0471 1.3282 -0.3107 0.3767 -0.2216 -0.262
H 1.4923 -0.3581 1.1242 0.3328 -0.4905 -0.7075 -0.566
H 0.7603 -1.7721 2.0192 0.2994 0.9409 0.0408 0.187
H 1.8733 -0.8811 3.6332 0.7712 -0.8805 1.1871 0.339
C -2.2637 -3.2011 -2.5048 -4.0377 2.0535 -1.6112 -1.456
C -0.9057 -3.5591 -2.2718 0.3160 -1.3020 0.7736 0.356
O -0.6857 -3.3941 -0.8708 1.9701 -0.5719 0.0461 -0.581
H -2.5077 -3.3021 -3.5668 0.1851 0.0344 -0.1004 0.411
H -2.5307 -2.1831 -2.2638 0.2276 0.6781 0.0772 0.226
H -3.0967 -3.7411 -2.0248 0.9594 -0.5118 0.3107 0.299
H -0.1527 -3.0671 -2.8618 0.1215 0.5546 -0.2229 0.046
H -0.9897 -4.5821 -2.5808 1.3063 -1.2382 0.2748 0.455
H 0.2393 -3.6781 -0.6988 -0.8549 0.2806 0.2066 0.249

---

Record 3
63
Properties=species:S:1:pos:R:3:forces:R:3:mulliken_charge:R:1 method="wB97M-V/def2-TZVPD" orbital_gap_ev="5.95 / 9.08" spin_multiplicity=3 e_above_lowest_ev=0.547 charge=+1 max_force_ev_per_a=1.929 lumo_ev="-2.353 / -2.444"
Ti -0.1407 -0.0586 -0.2365 -1.4705 0.3097 1.2088 0.655
C -3.1265 0.2633 0.5770 0.1367 -0.0037 0.0413 -0.617
C -3.4035 -0.0731 -0.8894 -0.0192 0.0148 -0.1258 -0.951
N -2.1612 -0.1874 -1.6823 0.2318 -0.1405 0.1981 0.032
C -2.0320 -1.3463 -2.5614 -0.0366 0.0647 -0.0179 -1.592
C -1.1051 -2.4016 -1.9950 0.1216 0.0695 0.1212 0.779
C -1.0749 -3.6869 -2.5082 -0.0988 0.0145 -0.0353 -1.027
C -0.2139 -4.6225 -1.9613 0.0051 -0.0408 -0.0081 -0.645
C 0.5608 -4.2573 -0.8699 0.0046 0.0405 0.0857 -0.997
C 0.4894 -2.9611 -0.3978 -0.1042 -0.0501 -0.0446 0.851
C 1.2676 -2.5128 0.8205 -0.0703 0.0173 0.0127 -1.375
N 0.5723 -1.3995 1.4794 -0.0723 -0.1851 -0.0367 -0.111
C -0.5236 -1.8073 2.3897 0.1633 -0.0343 -0.0091 -0.843
C -1.6537 -0.7858 2.3831 -0.0732 0.1514 -0.1138 -0.775
N -2.0229 -0.6094 0.9779 0.0118 -0.1608 -0.0586 -0.072
N -0.2944 -2.0242 -0.9840 0.1711 -0.7467 -0.1917 1.030
H -4.0306 0.1036 1.1742 -0.0330 0.0092 -0.0325 0.515
H -2.8196 1.3042 0.6865 0.0119 -0.0046 -0.0127 0.202
H -4.0695 0.6740 -1.3236 -0.0411 -0.0193 0.0256 0.369
H -3.9282 -1.0317 -0.9384 0.0128 -0.0132 0.0344 0.387
H -2.0031 0.6611 -2.2034 0.0468 0.0192 0.0346 0.256
H -1.6349 -1.0065 -3.5200 0.0459 -0.0301 -0.0128 0.372
H -2.9993 -1.8137 -2.7707 -0.0003 0.0181 -0.0459 0.578
H -1.7357 -3.9457 -3.3255 0.0110 -0.0207 0.0009 0.538
H -0.1715 -5.6295 -2.3527 -0.0068 0.0008 -0.0076 0.439
H 1.2044 -4.9722 -0.3744 -0.0090 -0.0144 -0.0129 0.535
H 2.2530 -2.1510 0.5196 0.0101 -0.0087 -0.0275 0.315
H 1.4205 -3.3721 1.4811 0.0429 0.0111 0.0223 0.569
H 1.2289 -0.8222 1.9899 -0.0342 -0.0038 -0.0292 0.081
H -0.1478 -1.9740 3.4013 -0.0462 -0.0064 0.0221 0.424
H -0.9068 -2.7672 2.0307 -0.0434 0.0144 -0.0050 0.405
H -1.3260 0.1730 2.7891 0.0404 -0.0090 -0.0063 0.288
H -2.4881 -1.1492 2.9926 0.0216 0.0020 0.0501 0.467
H -2.2553 -1.5362 0.6235 0.0696 -0.0083 0.0091 0.238
O 3.6692 -0.2079 -2.0424 -0.1347 -0.0299 0.0158 -0.544
C 2.3613 -0.0377 -1.9117 -0.1845 0.2811 0.3451 0.692
O 1.8204 0.0857 -0.8162 1.2768 -0.1078 -0.8105 0.238
C 1.5824 0.0538 -3.2043 -0.0223 0.1725 -0.1167 -1.045
O 0.3980 0.7733 -3.0074 -0.0757 -0.0883 0.1047 -0.327
C 0.5758 2.1759 -2.7744 0.0730 0.0179 -0.1861 -0.460
C -0.1366 2.7103 -1.5271 -0.1735 -0.2338 0.3991 0.394
O -0.1963 3.9138 -1.4096 0.0340 0.2377 0.0161 -0.691
O -0.6256 1.8460 -0.6917 -0.0471 0.6749 -0.6539 -0.545
H 4.0708 -0.1975 -1.1578 0.0280 -0.0435 -0.0620 0.392
H 1.3031 -0.9500 -3.5339 0.0857 -0.0512 0.0475 0.359
H 2.2149 0.4988 -3.9776 0.0421 -0.0288 0.0122 0.465
H 0.1894 2.7210 -3.6357 0.0135 0.0216 0.0069 0.387
H 1.6377 2.4208 -2.6797 -0.0111 0.0286 0.0351 0.324
C -0.1154 4.7112 3.1051 0.0610 0.0543 -0.0037 -1.374
C 0.6130 3.4818 2.6851 -0.0531 -0.0015 -0.0255 0.596
C 1.8992 3.0565 2.9174 0.0185 0.0060 -0.0639 -1.167
C 2.0317 1.8536 2.1938 0.0007 -0.1464 0.1630 0.452
N 0.8950 1.5423 1.5870 0.0419 -0.0604 -0.1350 0.376
N 0.0350 2.5330 1.9180 0.0471 0.0718 -0.1098 -0.132
C 3.2618 1.0131 2.0560 0.0354 0.0149 0.0393 -1.092
H 0.5594 5.3767 3.6383 -0.0019 -0.0156 0.0197 0.360
H -0.9525 4.4771 3.7629 -0.0076 -0.0173 -0.0083 0.291
H -0.4977 5.2512 2.2379 -0.0228 -0.0334 -0.0167 0.334
H 2.6491 3.5590 3.5038 0.0138 -0.0151 0.0118 0.487
H -0.7479 2.6652 1.2912 -0.0276 0.0044 -0.0347 0.158
H 3.8700 1.3601 1.2176 -0.0169 0.0143 0.0046 0.167
H 3.0298 -0.0381 1.8816 0.0193 0.0183 -0.0306 0.174
H 3.8769 1.0771 2.9522 -0.0118 -0.0017 0.0036 0.414